No. 1
{
  "formula": "C6H9N",
  "method": "ωB97M-V/def2-TZVPD",
  "e_tot_ha": -288.50469,
  "e_above_lowest_kcal_mol": 174.0,
  "species": ["C", "C", "C", "C", "C", "C", "N", "H", "H", "H", "H", "H", "H", "H", "H", "H"],
  "xyz": [[0.825, 1.734, 1.099], [0.181, 2.303, 0.003], [-0.409, 1.986, -1.034], [-0.605, 0.645, -1.421], [0.418, -0.664, -0.275], [0.188, -1.711, 0.810], [-0.539, -1.760, -0.433], [0.320, 1.758, 2.070], [1.908, 1.866, 1.186], [0.535, 0.538, 0.506], [-0.132, 0.310, -2.346], [-1.605, 0.225, -1.302], [1.396, -0.790, -0.752], [-0.402, -1.466, 1.694], [0.966, -2.462, 0.992], [-0.160, -2.455, -1.063]]
}

***

No. 2
{
  "formula": "C6H9N",
  "method": "ωB97M-V/def2-TZVPD",
  "e_tot_ha": -288.65409,
  "smiles": "CC#CC[C@H]1CN1",
  "e_above_lowest_kcal_mol": 80.3,
  "species": ["C", "C", "C", "C", "C", "C", "N", "H", "H", "H", "H", "H", "H", "H", "H", "H"],
  "xyz": [[2.654, 0.791, 1.963], [1.711, 0.169, 1.022], [0.935, -0.338, 0.246], [-0.009, -0.971, -0.696], [-1.422, -0.504, -0.552], [-1.917, 0.667, -1.337], [-2.369, -0.698, -1.607], [2.644, 1.882, 1.876], [3.678, 0.454, 1.774], [2.408, 0.539, 2.999], [-0.003, -2.052, -0.563], [0.284, -0.757, -1.727], [-1.837, -0.611, 0.466], [-1.272, 1.088, -2.112], [-2.190, 1.234, -0.492], [-3.296, -0.894, -1.260]]
}

***

No. 3
{
  "formula": "C6H9N",
  "method": "ωB97M-V/def2-TZVPD",
  "e_tot_ha": -288.63632,
  "smiles": "C1[C@H]2N1CC21CC1",
  "e_above_lowest_kcal_mol": 91.4,
  "species": ["C", "C", "N", "C", "C", "C", "C", "H", "H", "H", "H", "H", "H", "H", "H", "H"],
  "xyz": [[1.462, 1.492, -0.145], [0.477, 0.737, -0.888], [1.759, 0.063, -0.601], [0.997, -1.069, 0.078], [-0.300, -0.267, 0.021], [-1.366, -0.162, 1.116], [-1.697, -0.688, -0.248], [1.175, 1.730, 0.872], [1.978, 2.298, -0.723], [0.410, 1.042, -1.936], [1.428, -1.422, 1.025], [0.952, -1.933, -0.628], [-1.731, 0.813, 1.410], [-1.404, -0.900, 1.934], [-1.933, -1.736, -0.371], [-2.207, 0.001, -0.916]]
}

***

No. 4
{
  "formula": "C6H9N",
  "method": "ωB97M-V/def2-TZVPD",
  "e_tot_ha": -288.77400,
  "smiles": "Cc1c[nH]c(C)c1",
  "e_above_lowest_kcal_mol": 5.0,
  "species": ["C", "C", "C", "N", "C", "C", "C", "H", "H", "H", "H", "H", "H", "H", "H", "H"],
  "xyz": [[-0.385, -1.403, -2.171], [-0.164, -0.746, -0.849], [0.301, -1.385, 0.274], [0.400, -0.476, 1.284], [0.064, 0.772, 0.820], [0.142, 1.983, 1.683], [-0.321, 0.638, -0.492], [-1.378, -1.210, -2.577], [-0.265, -2.480, -2.082], [0.298, -1.027, -2.935], [0.454, -2.451, 0.278], [0.866, -0.595, 2.167], [-0.847, 2.335, 1.976], [0.642, 2.806, 1.179], [0.683, 1.772, 2.606], [-0.490, 1.468, -1.162]]
}

***

What did the fourth record say?
{
  "formula": "C6H9N",
  "method": "ωB97M-V/def2-TZVPD",
  "e_tot_ha": -288.77400,
  "smiles": "Cc1c[nH]c(C)c1",
  "e_above_lowest_kcal_mol": 5.0,
  "species": ["C", "C", "C", "N", "C", "C", "C", "H", "H", "H", "H", "H", "H", "H", "H", "H"],
  "xyz": [[-0.385, -1.403, -2.171], [-0.164, -0.746, -0.849], [0.301, -1.385, 0.274], [0.400, -0.476, 1.284], [0.064, 0.772, 0.820], [0.142, 1.983, 1.683], [-0.321, 0.638, -0.492], [-1.378, -1.210, -2.577], [-0.265, -2.480, -2.082], [0.298, -1.027, -2.935], [0.454, -2.451, 0.278], [0.866, -0.595, 2.167], [-0.847, 2.335, 1.976], [0.642, 2.806, 1.179], [0.683, 1.772, 2.606], [-0.490, 1.468, -1.162]]
}